19
Properties=species:S:1:pos:R:3:forces:R:3:lowdin_charge:R:1 method="wB97M-V/def2-TZVPD" smiles=SS.O.O.O.O.O e_above_lowest_kcal_mol=5.2 e_homo_ev=-9.5 lumo_ev=0.3
S 0.717 0.346 -2.929 0.3 -0.1 0.5 0.2743
S 1.536 -0.720 -1.335 0.0 0.2 -0.5 0.2839
H -0.243 0.927 -2.199 -0.2 0.0 -0.1 -0.2351
H 0.948 -1.882 -1.636 -0.1 -0.1 0.2 -0.1878
O -1.689 -1.029 -0.638 0.0 -0.3 0.0 -0.0927
H -2.600 -1.058 -0.936 -0.2 0.0 -0.1 0.0545
H -1.568 -0.137 -0.288 -0.1 0.3 0.0 -0.0175
O -1.115 1.027 3.780 -0.1 0.0 0.2 -0.0651
H -0.542 0.679 3.089 0.2 0.0 -0.3 -0.0273
H -0.509 1.181 4.510 -0.1 0.0 0.1 0.0372
O -1.337 1.576 0.386 0.3 0.8 0.0 -0.0482
H -0.458 1.775 0.742 0.1 -0.3 0.2 0.0304
H -1.717 2.466 0.376 -0.3 -0.4 -0.1 0.0735
O -0.681 -1.477 2.019 0.1 -0.1 0.0 -0.0603
H -1.320 -1.315 2.717 -0.1 0.1 0.2 0.0335
H -1.208 -1.602 1.221 -0.1 0.0 -0.3 0.0028
O 1.175 0.880 1.780 -0.5 0.3 -0.4 -0.0720
H 2.096 0.663 1.920 0.3 0.0 0.0 0.0538
H 0.896 0.324 1.035 0.2 -0.3 0.3 -0.0379